Entry 1:
Density functional theory data (the ωB97M-V functional and the def2-TZVPD basis) for C38H44BrN8O5Ti as an isolated structure.

Geometry as XYZ:
```
97
Properties=species:S:1:pos:R:3:lowdin_spin:R:1
Ti 0.161 0.438 0.168 0.959
C 4.323 0.531 2.010 0.001
C 2.969 1.143 1.749 0.004
O 2.061 0.508 1.155 0.022
N 2.829 2.433 2.126 0.012
C 1.698 3.280 1.698 0.030
C 0.451 2.953 2.473 0.125
C -0.117 3.896 3.315 0.043
C -1.165 3.523 4.172 0.259
C -1.580 2.193 4.106 0.067
C -1.008 1.364 3.201 0.110
N -0.096 1.743 2.282 0.236
H 4.128 -0.538 1.880 0.000
H 4.725 0.798 3.021 0.000
H 5.030 0.880 1.205 0.000
H 3.605 2.844 2.633 0.002
H 1.520 3.090 0.644 0.008
H 2.046 4.318 1.841 0.003
H 0.255 4.908 3.392 -0.002
H -1.602 4.230 4.876 0.022
H -2.328 1.826 4.811 0.000
H -1.314 0.315 3.161 0.008
O 1.175 -2.297 2.917 0.001
C 1.989 -3.450 3.210 0.000
C 2.973 -3.735 2.072 0.000
C 3.316 -5.064 1.668 0.000
C 4.184 -5.221 0.592 0.000
C 4.647 -4.088 -0.076 0.000
C 4.224 -2.838 0.339 0.000
N 3.414 -2.691 1.397 0.000
H 1.695 -1.835 2.216 0.000
H 1.345 -4.349 3.321 0.000
H 2.537 -3.317 4.152 0.000
H 2.848 -5.918 2.172 0.000
H 4.564 -6.215 0.363 0.000
H 5.347 -4.255 -0.927 0.000
H 4.476 -1.902 -0.183 0.000
Br 3.610 -2.004 -4.773 0.000
C 1.745 -1.676 -4.495 0.001
C 0.945 -2.389 -5.403 0.000
C -0.440 -2.229 -5.483 0.001
C -0.997 -1.257 -4.645 0.000
C -0.219 -0.497 -3.782 0.001
C 1.148 -0.767 -3.566 0.000
C 1.851 -0.199 -2.343 0.004
O 3.040 -0.335 -2.129 0.005
O 0.977 0.425 -1.531 0.003
H 1.463 -3.139 -6.026 0.000
H -1.036 -2.855 -6.148 0.000
H -2.075 -1.096 -4.679 0.000
H -0.681 0.328 -3.254 0.000
C 1.292 4.085 -4.606 0.000
N 0.703 4.286 -3.304 0.000
C 0.626 5.645 -2.803 0.000
C 0.636 3.111 -2.391 0.003
C -0.692 2.933 -1.711 0.012
C -1.802 3.612 -2.270 -0.001
C -3.084 3.617 -1.705 0.011
C -3.218 3.030 -0.450 -0.001
C -2.142 2.355 0.117 0.009
C -0.918 2.120 -0.540 -0.004
H 0.847 4.783 -5.334 0.000
H 1.041 3.058 -4.945 0.000
H 2.388 4.098 -4.645 0.000
H 0.150 6.323 -3.530 0.000
H 1.612 6.102 -2.583 0.000
H 0.006 5.680 -1.912 0.000
H 1.472 3.207 -1.658 0.001
H 0.828 2.203 -2.990 0.001
H -1.652 4.086 -3.246 0.000
H -3.917 4.055 -2.234 0.001
H -4.187 3.061 0.088 0.000
H -2.295 2.019 1.136 0.003
N 0.466 -1.867 -0.206 0.005
C 0.661 -2.947 -0.702 0.005
N 0.936 -4.041 -1.263 0.002
C 0.147 -5.052 -1.322 0.001
N -0.514 -6.015 -1.272 0.001
O -1.609 -0.393 0.768 0.007
C -2.574 -1.231 0.930 0.009
C -2.404 -2.534 1.616 0.001
C -3.271 -2.797 2.893 0.001
C -4.317 -1.702 3.273 0.001
C -5.457 -1.657 2.244 0.000
C -5.002 -1.684 0.790 0.001
N -3.803 -0.895 0.539 0.008
H -1.340 -2.637 1.846 0.000
H -2.689 -3.323 0.883 0.000
H -2.565 -2.935 3.719 0.000
H -3.747 -3.778 2.773 0.000
H -3.826 -0.718 3.328 0.001
H -4.719 -1.955 4.272 0.000
H -5.995 -0.693 2.369 0.000
H -6.185 -2.449 2.432 0.000
H -5.824 -1.253 0.186 0.000
H -4.813 -2.722 0.450 0.000
H -3.908 -0.001 0.071 0.000
```

Its relative energy (zero: lowest compared OMol25 entry of this formula, charge and spin) is 0.0 kJ/mol. The LUMO energy (spin up / spin down) comes out at 2.3 / 2.3 eV. Its expectation value of S² is 2.02. For the max |F|, the calculation gives 0.0998 Eh/bohr. As for the net charge: -1. Its multiplicity is 3. The value obtained for the frontier orbital gap (spin up / spin down) is 3.70 / 7.63 eV.

---

Entry 2:
Density functional theory data (the ωB97M-V functional and the def2-TZVPD basis) for a 2-piece molecular cluster, C38H44F6N5OS overall.

Geometry as XYZ:
```
95
Properties=species:S:1:pos:R:3:lowdin_charge:R:1
F -1.338 8.217 5.300 0.126
C -1.558 6.978 5.846 -0.512
F -0.802 6.894 6.977 0.121
F -2.874 6.946 6.234 0.126
C -1.252 5.885 4.859 -0.098
C -0.318 4.902 5.158 0.068
C -0.078 3.876 4.223 -0.205
N 0.846 2.888 4.573 0.073
C 1.082 1.668 3.953 -0.728
S 0.330 1.027 2.608 0.724
N 2.068 0.979 4.588 -0.002
C 2.550 -0.339 4.131 -0.166
C 3.444 -0.183 2.894 -0.392
C 4.828 0.450 3.206 -0.121
C 5.835 -0.317 2.328 -0.147
C 5.026 -1.411 1.591 -0.218
N 3.738 -1.397 2.227 -0.040
C -0.753 3.860 3.011 0.011
C -1.667 4.869 2.728 -0.093
C -2.408 4.836 1.422 -0.509
F -2.756 6.087 1.004 0.129
F -1.668 4.262 0.422 0.109
F -3.566 4.105 1.525 0.122
C -1.936 5.885 3.643 0.062
H 0.205 4.905 6.112 0.130
H 1.367 3.068 5.430 0.149
H 2.555 1.421 5.360 0.144
H 3.118 -0.768 4.969 0.130
H 1.668 -0.956 3.911 0.095
H 2.876 0.484 2.204 0.091
H 4.812 1.525 2.998 0.112
H 5.070 0.306 4.267 0.109
H 6.353 0.350 1.633 0.107
H 6.585 -0.805 2.960 0.108
H 4.992 -1.187 0.509 0.086
H 5.502 -2.396 1.699 0.112
H 2.988 -1.975 1.873 0.115
H -0.589 3.051 2.289 0.013
H -2.660 6.659 3.409 0.143
C -4.067 -0.470 -3.995 -0.015
N -3.022 -0.317 -3.008 -0.024
C -3.208 0.579 -1.983 -0.414
O -4.155 1.353 -1.879 0.096
C -2.074 0.404 -1.002 -0.152
C -2.605 -0.113 0.333 -0.074
C -3.399 -1.390 0.164 -0.220
C -4.764 -1.317 -0.138 -0.033
C -5.505 -2.480 -0.344 -0.061
C -4.885 -3.730 -0.227 -0.079
C -3.526 -3.810 0.100 -0.077
C -2.791 -2.640 0.318 -0.049
N -1.194 -0.542 -1.703 0.071
C -0.121 -1.065 -1.084 0.003
C 0.553 -2.211 -1.505 -0.082
C 1.928 -2.355 -1.329 0.028
C 2.757 -3.262 -2.082 -0.209
C 4.173 -3.094 -2.138 -0.009
C 4.961 -3.914 -2.938 -0.056
C 4.374 -4.939 -3.698 -0.044
C 2.989 -5.139 -3.641 -0.057
C 2.188 -4.325 -2.840 -0.019
C -1.702 -0.942 -3.048 -0.145
C -0.854 -0.523 -4.321 -0.521
C -0.757 1.001 -4.353 -0.021
C -1.510 -1.096 -5.576 -0.044
C 0.550 -1.105 -4.298 -0.055
H -5.035 -0.280 -3.517 0.104
H -3.947 0.256 -4.812 0.095
H -4.059 -1.489 -4.395 0.102
H -1.551 1.370 -0.889 0.176
H -1.767 -0.248 1.028 0.076
H -3.261 0.682 0.719 0.143
H -5.238 -0.335 -0.224 0.122
H -6.563 -2.405 -0.605 0.112
H -5.465 -4.641 -0.382 0.107
H -3.033 -4.780 0.187 0.106
H -1.736 -2.696 0.597 0.107
H 0.221 -0.512 -0.203 0.140
H -0.036 -2.997 -1.993 0.119
H 2.433 -1.668 -0.640 0.124
H 4.627 -2.289 -1.552 0.103
H 6.041 -3.761 -2.980 0.116
H 4.994 -5.578 -4.326 0.116
H 2.527 -5.938 -4.224 0.115
H 1.114 -4.511 -2.774 0.111
H -1.830 -2.042 -3.077 0.167
H -0.268 1.372 -3.445 0.090
H -0.147 1.311 -5.210 0.101
H -1.740 1.475 -4.449 0.092
H -1.708 -2.168 -5.446 0.098
H -2.440 -0.593 -5.855 0.069
H -0.827 -0.993 -6.433 0.100
H 0.531 -2.198 -4.214 0.085
H 1.047 -0.857 -5.248 0.102
H 1.166 -0.694 -3.496 0.082
```

The LUMO energy comes out at -4.6 eV. For the max |F|, the calculation gives 0.0484 Eh/bohr. As for the net charge: +1. The value obtained for the frontier orbital gap is 5.93 eV.

---

Number 2 is which compound?
C38H44F6N5OS

---

Which of these has the lowest max |F|?
C38H44F6N5OS

---

net charge of number 2 (C38H44F6N5OS)?
+1

---

Which formula does entry 1 have?
C38H44BrN8O5Ti